## a
Formula: C3H7IN2
Source: the Open Molecules 2025 dataset
Level of theory: ωB97M-V/def2-TZVPD

The SMILES is C=CI.C=NN. Its gap between HOMO and LUMO is 9.24 eV. As for the spin multiplicity: 1.

CARTESIAN COORDINATES (ANGSTROEM)
1 C -0.805 -1.933 0.795
2 C -1.431 -1.309 -0.172
3 I -2.851 0.288 0.109
4 H -0.783 -1.544 1.856
5 H -0.074 -2.703 0.317
6 H -1.149 -1.544 -1.274
7 C 0.396 0.798 -0.948
8 N 0.344 1.555 0.054
9 N 1.462 1.707 0.669
10 H 1.387 0.360 -1.169
11 H -0.385 0.504 -1.720
12 H 2.229 1.260 0.191
13 H 1.660 2.561 1.292

***

## b
Formula: C3H7IN2
Source: the Open Molecules 2025 dataset
Level of theory: ωB97M-V/def2-TZVPD

Its gap between HOMO and LUMO is 8.92 eV. As for the spin multiplicity: 1.

CARTESIAN COORDINATES (ANGSTROEM)
1 C 0.034 -0.907 -0.784
2 C 1.367 2.207 -0.038
3 C 0.777 -0.050 0.291
4 N -0.892 1.567 0.502
5 N 0.431 1.421 0.239
6 I 0.714 4.226 0.144
7 H -0.913 -0.585 -1.219
8 H 0.615 -0.915 -1.708
9 H -0.014 -1.879 -0.415
10 H 1.854 -0.092 0.120
11 H 0.720 -0.460 1.352
12 H -1.218 0.731 0.990
13 H -1.235 2.494 0.586

***

It is a that is the least stable of them.

***

## a
Formula: H58O29
Source: the Open Molecules 2025 dataset
Level of theory: ωB97M-V/def2-TZVPD

Its gap between HOMO and LUMO is 9.43 eV. As for the spin multiplicity: 1.

CARTESIAN COORDINATES (ANGSTROEM)
1 O 2.029 -0.399 4.539
2 H 2.934 -0.088 4.539
3 H 2.049 -1.194 5.073
4 O -2.391 -4.152 0.942
5 H -3.013 -4.802 1.270
6 H -2.275 -3.542 1.670
7 O 3.109 2.895 -2.475
8 H 3.420 2.395 -1.720
9 H 3.887 3.351 -2.797
10 O -2.562 3.009 3.091
11 H -2.384 3.560 2.329
12 H -3.508 3.077 3.220
13 O 2.509 -5.220 -2.031
14 H 2.011 -4.682 -1.416
15 H 3.418 -5.132 -1.746
16 O 4.282 -0.926 -1.521
17 H 5.073 -0.459 -1.791
18 H 3.771 -1.018 -2.325
19 O -1.309 3.318 -1.924
20 H -1.248 3.612 -2.833
21 H -0.644 2.634 -1.848
22 O 1.585 5.175 -2.583
23 H 1.961 5.698 -1.875
24 H 1.997 4.316 -2.492
25 O 1.826 0.709 2.039
26 H 2.124 0.233 2.814
27 H 0.957 0.352 1.857
28 O -5.794 -0.520 1.051
29 H -6.348 -0.466 0.272
30 H -4.950 -0.831 0.724
31 O -0.830 -4.639 -1.217
32 H -1.436 -4.306 -0.556
33 H 0.034 -4.368 -0.909
34 O 0.407 -0.531 -0.167
35 H 0.549 -0.060 -0.988
36 H -0.206 0.018 0.322
37 O 4.163 -2.400 0.686
38 H 4.171 -1.934 -0.150
39 H 4.579 -1.797 1.301
40 O 0.762 2.056 4.950
41 H -0.190 1.973 4.997
42 H 1.068 1.181 4.713
43 O -0.740 -0.437 4.297
44 H -1.111 0.068 5.021
45 H 0.207 -0.343 4.400
46 O -1.339 0.623 1.811
47 H -1.370 0.000 2.538
48 H -1.729 1.423 2.164
49 O 3.260 1.188 -0.076
50 H 3.410 0.309 -0.426
51 H 2.681 1.051 0.674
52 O 4.579 3.375 0.443
53 H 5.447 2.998 0.303
54 H 3.978 2.635 0.358
55 O -2.879 0.360 -0.475
56 H -3.265 -0.511 -0.383
57 H -2.410 0.502 0.347
58 O 0.835 1.432 -2.298
59 H 1.645 1.938 -2.235
60 H 0.524 1.586 -3.190
61 O -1.468 -2.742 5.277
62 H -1.067 -2.018 4.796
63 H -1.478 -3.468 4.653
64 O 0.722 1.897 -5.075
65 H 1.365 1.252 -5.368
66 H 1.120 2.743 -5.279
67 O -2.529 4.388 0.484
68 H -2.111 4.024 -0.297
69 H -3.454 4.465 0.247
70 O -4.857 0.508 -2.515
71 H -4.211 0.680 -1.830
72 H -4.605 1.087 -3.234
73 O 3.483 -1.602 -3.999
74 H 3.890 -1.499 -4.859
75 H 2.851 -2.311 -4.115
76 O -3.983 -2.099 -0.291
77 H -4.385 -2.463 -1.080
78 H -3.494 -2.829 0.088
79 O 1.282 -3.072 -0.489
80 H 0.734 -2.291 -0.571
81 H 1.944 -2.833 0.159
82 O -3.518 -2.458 3.014
83 H -3.987 -3.108 3.537
84 H -4.087 -1.688 3.021
85 O -2.007 0.721 -5.579
86 H -2.400 -0.147 -5.483
87 H -1.064 0.566 -5.519

***

## b
Formula: H58O29
Source: the Open Molecules 2025 dataset
Level of theory: ωB97M-V/def2-TZVPD

Its gap between HOMO and LUMO is 9.96 eV. As for the spin multiplicity: 1.

CARTESIAN COORDINATES (ANGSTROEM)
1 O 0.513 -1.281 1.941
2 H -0.288 -1.537 1.421
3 H 0.450 -1.844 2.718
4 O 1.497 5.820 1.572
5 H 0.925 6.585 1.826
6 H 1.794 6.051 0.682
7 O 0.860 -2.088 -1.035
8 H 0.247 -2.584 -0.526
9 H 1.692 -2.591 -1.139
10 O -1.187 -0.005 -0.531
11 H -2.097 -0.050 -1.001
12 H -1.317 0.780 0.010
13 O -1.010 -1.889 -3.379
14 H -0.755 -1.194 -4.050
15 H -0.329 -1.774 -2.668
16 O -4.318 -3.450 -2.028
17 H -4.515 -2.525 -2.045
18 H -3.678 -3.516 -2.732
19 O -4.346 -0.523 2.554
20 H -3.669 -0.881 1.924
21 H -4.382 0.373 2.248
22 O 4.239 -3.474 2.629
23 H 4.733 -4.187 3.074
24 H 3.341 -3.854 2.525
25 O -0.015 -3.580 4.151
26 H 0.654 -3.353 4.774
27 H -0.697 -2.929 4.264
28 O -3.321 -0.738 -2.152
29 H -2.607 -1.197 -2.635
30 H -3.537 0.018 -2.748
31 O 1.679 -4.761 2.226
32 H 1.278 -5.054 1.427
33 H 0.965 -4.603 2.898
34 O -2.103 -2.240 1.193
35 H -2.749 -2.976 1.052
36 H -2.146 -1.579 0.463
37 O -3.568 1.991 -3.383
38 H -3.347 2.137 -4.324
39 H -2.995 2.594 -2.863
40 O 2.531 5.656 -1.115
41 H 3.392 6.099 -1.277
42 H 2.552 4.802 -1.510
43 O -0.651 -5.084 0.232
44 H -0.808 -5.685 -0.578
45 H -1.566 -4.914 0.409
46 O 2.483 -0.003 -0.524
47 H 1.681 -0.547 -0.538
48 H 2.658 -0.321 0.411
49 O 5.521 -2.499 0.318
50 H 5.155 -2.800 1.157
51 H 4.814 -2.615 -0.321
52 O -0.647 5.966 -2.412
53 H 0.196 6.030 -1.959
54 H -0.300 5.415 -3.129
55 O 2.427 0.129 2.773
56 H 1.672 -0.418 2.615
57 H 3.281 -0.280 3.097
58 O -1.690 3.321 -1.875
59 H -1.386 4.263 -1.823
60 H -1.380 2.994 -1.065
61 O -2.235 1.594 1.447
62 H -1.545 1.335 2.134
63 H -2.313 2.550 1.641
64 O 0.220 1.179 -2.878
65 H -0.060 0.709 -2.085
66 H -0.433 1.937 -2.896
67 O 0.372 1.856 3.167
68 H 0.232 2.654 2.655
69 H 1.237 1.486 2.929
70 O -0.084 3.677 0.530
71 H 0.480 4.360 0.948
72 H 0.528 3.044 0.152
73 O 2.258 2.745 -1.784
74 H 2.802 2.008 -1.413
75 H 1.523 2.401 -2.397
76 O -0.039 4.170 -4.590
77 H 0.947 4.174 -4.553
78 H -0.220 3.985 -5.504
79 O 0.299 -0.941 5.181
80 H 0.564 -0.525 5.988
81 H 0.489 -0.424 4.406
82 O 3.893 -2.030 -1.913
83 H 4.732 -1.665 -2.249
84 H 3.496 -1.302 -1.352
85 O -3.949 -4.163 0.578
86 H -4.821 -4.359 1.000
87 H -4.195 -4.058 -0.363

***

It is a that is the least stable of them.

***

## a
Formula: C3H5N4
Source: the Open Molecules 2025 dataset
Level of theory: ωB97M-V/def2-TZVPD

Its total charge is +1. Its gap between HOMO and LUMO (alpha / beta) is 7.06 / 6.92 eV. As for the spin multiplicity: 1.

CARTESIAN COORDINATES (ANGSTROEM)
1 C 3.047 -1.093 -0.072
2 C -0.042 1.763 -0.089
3 C -0.871 -0.569 0.322
4 N 2.244 -0.198 -0.061
5 N 1.234 1.872 -0.036
6 N 2.169 1.066 -0.011
7 N -0.964 0.737 -0.035
8 H 3.477 -1.990 -0.433
9 H -0.604 2.730 -0.128
10 H -1.842 -1.021 0.527
11 H 0.137 -1.162 0.179
12 H -1.880 1.093 -0.236

***

## b
Formula: C3H5N4
Source: the Open Molecules 2025 dataset
Level of theory: ωB97M-V/def2-TZVPD

Its total charge is +1. Its gap between HOMO and LUMO is 9.28 eV. As for the spin multiplicity: 1.

CARTESIAN COORDINATES (ANGSTROEM)
1 C -1.780 0.449 -0.158
2 C 2.505 -0.019 -0.108
3 C -3.169 0.013 0.040
4 N -0.725 0.798 0.141
5 N 1.424 0.357 0.138
6 N 0.463 1.174 -0.122
7 N 3.581 -0.706 0.014
8 H -3.191 -1.065 0.256
9 H -3.851 0.112 -0.922
10 H -3.658 0.622 0.873
11 H 4.395 -0.474 0.554
12 H 4.006 -1.262 -0.705

***

It is a that is the least stable of them.